Record 1
Here is C6H10N2 as an isolated structure from the Open Molecules 2025 dataset. Energies are from ωB97M-V/def2-TZVPD.

Frontier orbital gap (alpha / beta) = 6.82 / 6.82 eV
Highest occupied orbital energy (alpha / beta) = -0.242 / -0.242 Ha
F_max = 0.011 Eh/bohr

Last column: Löwdin charge in e.
Atoms and positions in Å:
1 C 0.32446 1.61098 0.99561  -0.062
2 C -1.05040 -0.41249 -1.06949  -0.368
3 C -0.87862 -0.80234 0.28040  -0.146
4 C 0.71827 0.35090 0.26199  -0.487
5 N 0.28666 0.37814 -1.21181  0.132
6 C -1.27439 -1.87035 0.95962  0.023
7 C 1.96526 -0.21080 0.43878  -0.031
8 N -1.98286 -0.41830 -1.92457  0.147
9 H 0.17130 1.33446 -1.54775  0.161
10 H 0.98947 -0.07923 -1.79777  0.155
11 H -1.82997 0.19089 -2.72617  0.046
12 H 1.00863 2.43357 0.76401  0.080
13 H -0.69999 1.90761 0.76447  0.080
14 H 0.37064 1.42119 2.06747  0.089
15 H -1.10535 -1.94887 2.03034  0.052
16 H -1.74736 -2.72792 0.48356  0.057
17 H 2.27874 -1.05490 -0.16518  0.034
18 H 2.45553 -0.10255 1.39650  0.037



Record 2
Here is a 4-piece molecular cluster, C35H79Br2ClIN5O3P overall in a non-equilibrium geometry from the Open Molecules 2025 dataset. Energies are from ωB97M-V/def2-TZVPD.

Frontier orbital gap = 5.39 eV
Total charge = +1
Highest occupied orbital energy = -0.344 Ha
F_max = 0.093 Eh/bohr

Last column: Löwdin charge in e.
Atoms and positions in Å:
1 C 4.72669 2.76695 0.44001  -0.129
2 C 4.20219 1.20121 0.16835  -0.221
3 C 2.57277 1.29691 0.03663  -0.231
4 N 1.93809 0.33385 -0.93617  -0.019
5 C 2.39028 -1.08108 -0.82483  -0.294
6 C 1.44585 -1.82519 -1.99701  -0.289
7 O 0.28110 -0.92782 -1.98203  -0.201
8 C -0.27662 -0.64634 -3.29841  -0.238
9 C -1.78360 0.02765 -3.02783  -0.076
10 C 2.16855 -2.24809 -3.40414  -0.492
11 Br 3.09153 -0.68923 -4.34613  0.722
12 C 3.32845 -3.39943 -3.29608  -0.276
13 C 4.87251 -2.82761 -3.23067  -0.213
14 C 0.74670 -3.17505 -1.29460  -0.144
15 C -0.73185 -3.65532 -1.81038  -0.141
16 C -1.42362 -4.85260 -0.92371  -0.312
17 C -0.49661 -6.18801 -0.71694  -0.639
18 I -1.60246 -7.57901 0.62028  0.685
19 C 0.79300 -2.64454 0.26508  -0.280
20 C -0.52671 -1.97628 0.95305  -0.167
21 O -0.63085 -0.51432 0.87155  -0.294
22 C -2.00452 -0.03009 1.07203  -0.090
23 N 2.14608 -1.97779 0.33562  -0.669
24 Br 2.32285 -1.48038 2.11729  1.012
25 P 3.56725 -3.11175 0.19407  0.720
26 O 5.06610 -2.25564 0.52829  -0.356
27 Cl 3.43963 -4.54180 1.80667  0.216
28 H 5.65806 2.81684 1.15098  0.082
29 H 4.88622 3.37222 -0.54905  0.084
30 H 3.84531 3.32140 1.02313  0.077
31 H 4.42849 0.60692 1.17901  0.093
32 H 4.70103 0.70966 -0.76894  0.109
33 H 2.33807 2.39175 -0.37792  0.140
34 H 2.00349 1.25339 1.08513  0.100
35 H 2.30568 0.67664 -1.87611  0.115
36 H 3.49263 -1.11351 -1.21053  0.115
37 H 0.30256 0.15306 -3.93721  0.109
38 H -0.51103 -1.64146 -3.91495  0.123
39 H -1.99918 0.71265 -3.96327  0.087
40 H -2.62761 -0.81415 -3.00404  0.086
41 H -1.76247 0.67446 -2.04178  0.087
42 H 1.39540 -2.65155 -4.22064  0.109
43 H 3.18521 -4.18887 -2.44833  0.075
44 H 3.27623 -4.01781 -4.31726  0.132
45 H 5.52277 -3.71876 -2.77386  0.093
46 H 5.33899 -2.60103 -4.28245  0.077
47 H 5.03306 -1.91852 -2.51576  0.044
48 H 1.34499 -4.17667 -1.29651  0.113
49 H -0.61068 -4.09501 -2.91372  0.140
50 H -1.53112 -2.79811 -1.90254  0.118
51 H -2.38666 -5.20715 -1.53180  0.127
52 H -1.81287 -4.52695 0.13038  0.086
53 H -0.13436 -6.68951 -1.71083  0.078
54 H 0.44462 -5.84394 -0.06898  0.041
55 H 0.90579 -3.66876 0.86903  0.129
56 H -1.56153 -2.40312 0.53934  0.139
57 H -0.52013 -2.25984 2.10152  0.132
58 H -2.65746 -0.46003 0.19646  0.103
59 H -2.38506 -0.39045 2.12240  0.111
60 H -1.94318 1.16168 1.05754  0.127
61 H 5.79961 -2.91587 0.27116  0.101
62 C -0.17729 2.53926 7.59701  -0.082
63 C 0.65804 1.94058 6.46958  -0.265
64 N 0.31362 2.44389 5.13561  -0.183
65 C 0.92819 1.67139 4.05340  -0.257
66 C 2.45075 1.69391 3.94237  -0.099
67 C 0.34989 3.89696 4.96333  -0.252
68 C 1.67047 4.60961 5.24075  -0.083
69 H -1.24708 2.38712 7.42163  0.067
70 H 0.07905 2.05484 8.54549  0.078
71 H 0.00918 3.60988 7.71990  0.069
72 H 0.48553 0.85538 6.49125  0.117
73 H 1.71819 2.08971 6.69707  0.096
74 H 0.50132 1.99062 3.09199  0.108
75 H 0.61289 0.62597 4.16052  0.098
76 H 2.80964 2.63629 3.52494  0.057
77 H 2.77994 0.90029 3.26186  -0.016
78 H 2.94183 1.52045 4.90200  0.077
79 H -0.41846 4.33986 5.60852  0.100
80 H 0.02056 4.15247 3.94777  0.115
81 H 2.15669 4.25274 6.15372  0.072
82 H 1.48606 5.68234 5.37401  0.079
83 H 2.36557 4.50852 4.40866  0.053
84 C -0.29309 -1.30810 -11.14899  -0.090
85 C 0.80686 -1.83435 -10.23224  -0.268
86 N 1.11093 -0.95803 -9.09601  -0.187
87 C 2.33612 -1.33797 -8.38878  -0.251
88 C 2.35280 -2.68699 -7.67400  -0.099
89 C -0.01824 -0.59657 -8.23768  -0.245
90 C -0.78879 -1.73043 -7.56731  -0.087
91 H -0.05310 -0.30738 -11.52224  0.082
92 H -0.40307 -1.97101 -12.01411  0.076
93 H -1.26280 -1.27106 -10.64461  0.064
94 H 1.71039 -1.93574 -10.84968  0.120
95 H 0.54136 -2.84434 -9.90461  0.095
96 H 2.59473 -0.55325 -7.66368  0.092
97 H 3.16227 -1.32814 -9.11072  0.113
98 H 1.78050 -2.65708 -6.74519  0.027
99 H 3.38301 -2.94500 -7.40309  0.071
100 H 1.97156 -3.49596 -8.30038  0.071
101 H -0.72738 -0.00687 -8.83111  0.105
102 H 0.32167 0.10229 -7.46234  0.111
103 H -0.99048 -2.56196 -8.24932  0.073
104 H -1.75991 -1.35746 -7.22045  0.074
105 H -0.26475 -2.11158 -6.69215  0.036
106 C -3.79834 3.72961 4.44065  -0.095
107 C -5.00644 4.26376 5.20383  -0.267
108 N -5.94610 3.22602 5.64152  -0.192
109 C -7.21685 3.76904 6.12725  -0.252
110 C -7.18520 4.62510 7.39105  -0.092
111 C -5.38271 2.14137 6.44683  -0.250
112 C -4.69167 2.51654 7.75469  -0.091
113 H -4.10741 3.13707 3.57362  0.075
114 H -3.19121 4.56539 4.07617  0.071
115 H -3.15385 3.11395 5.07445  0.054
116 H -5.53137 4.94912 4.52367  0.119
117 H -4.65430 4.87103 6.04355  0.096
118 H -7.92910 2.94552 6.27879  0.113
119 H -7.65906 4.37038 5.32310  0.109
120 H -7.05967 4.01483 8.28711  0.055
121 H -8.13917 5.15384 7.49901  0.074
122 H -6.39832 5.38152 7.36319  0.067
123 H -4.66466 1.58975 5.82805  0.098
124 H -6.16564 1.40304 6.66358  0.116
125 H -4.03537 3.38563 7.64877  0.067
126 H -4.06568 1.68103 8.09020  0.070
127 H -5.41069 2.71257 8.54865  0.055



Record 3
Here is one molecule with the formula C6H10 in a non-equilibrium geometry from the Open Molecules 2025 dataset. Energies are from ωB97M-V/def2-TZVPD.

Frontier orbital gap = 10.02 eV
SMILES = C[C@@H]1C=CCC1
Highest occupied orbital energy = -0.325 Ha
F_max = 0.027 Eh/bohr

Last column: Löwdin charge in e.
Atoms and positions in Å:
1 C -0.44294 0.36751 1.72826  -0.075
2 C -0.42067 0.79813 0.24953  -0.385
3 C -1.21079 -0.15469 -0.61539  -0.094
4 C -0.48698 -1.17349 -1.07737  -0.117
5 C 0.98699 -0.89602 -1.01306  -0.158
6 C 0.97854 0.60853 -0.37084  -0.136
7 H -1.45708 0.19728 2.10946  0.075
8 H 0.03463 1.12004 2.37113  0.075
9 H 0.11745 -0.56848 1.83754  0.082
10 H -0.83745 1.81661 0.18516  0.131
11 H -2.25341 -0.00088 -0.85514  0.100
12 H -0.93270 -2.11160 -1.40199  0.099
13 H 1.54383 -1.80354 -0.67261  0.107
14 H 1.41288 -0.72211 -2.00272  0.090
15 H 1.04793 1.36250 -1.17755  0.109
16 H 1.80832 0.79022 0.31528  0.098



Record 4
Here is C3H3N2S2 as an isolated structure in a non-equilibrium geometry from the Open Molecules 2025 dataset. Energies are from ωB97M-V/def2-TZVPD.

Frontier orbital gap = 7.94 eV
Total charge = +1
Highest occupied orbital energy = -0.541 Ha
F_max = 0.098 Eh/bohr

Last column: Löwdin charge in e.
Atoms and positions in Å:
1 C -1.59774 -0.64573 1.46904  -0.504
2 C 0.72623 -0.68186 0.53041  -0.940
3 C 0.39222 -0.04314 -0.68489  -0.523
4 N -2.63132 -0.17393 1.34707  0.160
5 N 0.32149 1.26744 -0.71035  0.137
6 S 2.06771 -1.04302 -0.32832  1.064
7 S -0.07051 -1.50760 1.82867  1.084
8 H -0.04822 -0.70774 -1.76888  0.259
9 H 0.26197 1.67104 -1.67293  0.165
10 H 0.57817 1.86454 -0.00983  0.100



Record 5
Here is C52H48BaF6IN5O4S3Sb2 as an isolated structure in a non-equilibrium geometry from the Open Molecules 2025 dataset. Energies are from ωB97M-V/def2-TZVPD.

Frontier orbital gap = 6.93 eV
Total charge = -2
Highest occupied orbital energy = -0.122 Ha
F_max = 0.076 Eh/bohr

Last column: Löwdin charge in e.
Atoms and positions in Å:
1 Ba 0.87652 0.30366 2.40101  1.831
2 C 1.74294 5.27826 -1.94950  -0.064
3 C 0.49440 5.83213 -2.14984  -0.083
4 C -0.53045 5.49080 -1.28943  -0.031
5 C -0.28092 4.59336 -0.25191  -0.215
6 N 0.92203 4.06631 -0.05522  0.153
7 C 1.89980 4.40255 -0.88347  -0.116
8 C -1.36998 4.20772 0.69747  -0.209
9 C -2.59308 4.87460 0.66735  -0.033
10 C -3.58767 4.51524 1.55680  -0.082
11 C -3.34258 3.49714 2.45525  -0.081
12 C -2.10098 2.87993 2.40894  -0.190
13 N -1.14020 3.21200 1.55919  0.146
14 H 2.57850 5.50128 -2.59678  0.098
15 H 0.31333 6.51843 -2.96866  0.099
16 H -1.51612 5.91064 -1.44171  0.090
17 H 2.85150 3.93737 -0.70233  0.092
18 H -2.77529 5.67482 -0.03758  0.089
19 H -4.54474 5.02285 1.53702  0.101
20 H -4.09125 3.15680 3.15478  0.101
21 H -1.87108 2.06347 3.08370  0.034
22 C 3.07235 -1.25292 -0.95015  -0.388
23 C 2.46461 -2.59590 -1.38413  -0.361
24 C 1.14386 -2.92413 -0.66888  -0.348
25 Sb -0.54020 -2.17923 -1.80344  1.590
26 C -0.37836 -3.87261 -3.15855  -0.373
27 C -0.15379 -3.65272 -4.51243  -0.133
28 C 0.04415 -4.70865 -5.39519  -0.106
29 C 0.01411 -6.01343 -4.93147  -0.120
30 C -0.21363 -6.25380 -3.58350  -0.104
31 C -0.40314 -5.19338 -2.71086  -0.142
32 C -2.12080 -3.08186 -0.65492  -0.373
33 C -2.24912 -2.76417 0.69114  -0.104
34 C -3.27912 -3.29758 1.45346  -0.081
35 C -4.22148 -4.12788 0.86508  -0.124
36 C -4.12813 -4.42159 -0.48832  -0.118
37 C -3.08082 -3.90618 -1.23876  -0.150
38 Sb 3.39564 0.29942 -2.40533  1.491
39 C 4.27429 -0.87703 -3.99171  -0.402
40 C 4.34661 -0.34435 -5.27805  -0.171
41 C 4.97449 -1.02536 -6.30977  -0.110
42 C 5.56335 -2.25799 -6.07004  -0.117
43 C 5.52171 -2.79399 -4.79287  -0.101
44 C 4.88515 -2.10774 -3.76790  -0.128
45 C 1.42306 0.38220 -3.26190  -0.415
46 C 0.45085 1.04832 -2.51990  -0.200
47 C -0.83800 1.19709 -3.00924  -0.122
48 C -1.16897 0.70111 -4.26108  -0.117
49 C -0.20797 0.04158 -5.01082  -0.136
50 C 1.07728 -0.12399 -4.50949  -0.165
51 H 4.02993 -1.37249 -0.44032  0.051
52 H 2.42574 -0.77264 -0.22939  -0.004
53 H 3.18330 -3.39887 -1.18145  0.095
54 H 2.31307 -2.63658 -2.47004  0.068
55 H 1.10487 -2.52834 0.34410  0.032
56 H 1.00856 -4.00870 -0.60969  0.047
57 H -0.12694 -2.64122 -4.88623  0.061
58 H 0.22708 -4.50749 -6.44413  0.092
59 H 0.17035 -6.84063 -5.61406  0.088
60 H -0.23860 -7.27132 -3.20996  0.093
61 H -0.58133 -5.39920 -1.66090  0.097
62 H -1.52358 -2.12817 1.17296  0.072
63 H -3.30803 -3.08125 2.51120  0.095
64 H -5.01945 -4.55709 1.46065  0.092
65 H -4.86285 -5.06651 -0.95919  0.089
66 H -3.01106 -4.16310 -2.29174  0.088
67 H 3.89997 0.62210 -5.48401  0.092
68 H 5.00536 -0.59198 -7.30207  0.092
69 H 6.05218 -2.79562 -6.87295  0.089
70 H 5.98014 -3.75454 -4.59200  0.095
71 H 4.86057 -2.54801 -2.78123  0.086
72 H 0.66282 1.38431 -1.51818  0.061
73 H -1.58774 1.67289 -2.39119  0.084
74 H -2.17893 0.80704 -4.63950  0.096
75 H -0.46268 -0.36479 -5.98281  0.093
76 H 1.80517 -0.66744 -5.10041  0.080
77 O 3.02220 -1.07715 3.19874  -0.209
78 H 3.45615 -0.44847 3.78528  0.019
79 H 2.32958 -1.49733 3.75076  -0.028
80 F 0.65230 0.25842 0.26550  -0.824
81 O -0.99874 -3.23068 4.24766  -0.394
82 S -0.28523 -2.00018 3.98664  0.016
83 O 0.86251 -1.75262 4.88716  -0.507
84 O 0.25632 -1.91455 2.59754  -0.744
85 S -1.56497 -0.42512 4.18340  0.264
86 I 1.83342 -0.21798 7.80541  0.899
87 C 0.84862 1.24219 6.70014  -0.696
88 C 0.10144 2.21543 7.33473  -0.144
89 C -0.48704 3.19754 6.55574  -0.062
90 C -0.27970 3.16895 5.18693  -0.147
91 N 0.42561 2.22882 4.57576  -0.003
92 C 0.95109 1.26728 5.32089  -0.351
93 H -0.01421 2.20870 8.41012  0.088
94 H -1.08430 3.98171 7.00192  0.096
95 H -0.69148 3.94172 4.55068  0.104
96 H 1.49480 0.49395 4.80006  0.000
97 C -6.36750 -0.78029 -0.29880  -0.084
98 N -5.80107 -0.39163 0.96410  -0.168
99 C -6.06238 -1.19564 2.14358  -0.134
100 C -5.09205 -0.60468 3.17673  -0.154
101 N -4.22091 0.23340 2.37009  0.008
102 C -4.60829 0.26285 1.07388  -0.843
103 S -3.77918 0.98261 -0.17023  0.639
104 H -7.45822 -0.70532 -0.25916  0.079
105 H -6.08914 -1.81051 -0.55158  0.086
106 H -5.98038 -0.11531 -1.06830  0.036
107 H -5.85997 -2.25303 1.93105  0.094
108 H -7.10710 -1.10068 2.45332  0.112
109 H -4.50197 -1.35639 3.70028  0.089
110 H -5.62365 -0.00148 3.91990  0.108
111 H -3.22894 0.23003 2.60480  0.000
112 F 3.34546 2.90347 5.11991  0.018
113 C 3.81025 3.07420 3.83772  -0.268
114 C 3.50254 2.16710 2.85393  -0.005
115 C 4.10185 2.43980 1.65241  -0.275
116 F 3.93061 1.57191 0.59187  -0.040
117 C 4.89388 3.54470 1.38002  -0.172
118 F 5.43696 3.77137 0.15789  0.060
119 C 5.13715 4.44521 2.40397  -0.153
120 F 5.90819 5.54047 2.18781  0.067
121 C 4.59553 4.20499 3.65640  -0.162
122 F 4.85928 5.07923 4.65982  0.062